[1]
The following is a quantum chemistry calculation of 3 unconnected molecules or ions with the total composition C6H12O, from OMol25.

- SMILES: OC1C=C1.[H][H].C=CC
- Total charge: 0
- 2S+1: 1
- HOMO-LUMO gap: 10.54 eV
- LUMO energy: 1.14 eV

Each line ends with the Mulliken charge.
Geometry (Å):
O -1.0285 1.2905 -0.3397  -0.460
C -2.0674 0.3918 -0.6287  -0.235
C -1.8176 -1.0328 -0.9546  -0.349
C -2.3523 -0.7958 0.2121  -0.282
H -0.3033 0.7888 0.0668  0.180
H -2.8666 0.9571 -1.1089  0.411
H -1.4196 -1.7533 -1.6561  0.374
H -2.7114 -1.1803 1.1564  0.336
H -0.8443 1.7807 2.7717  0.234
H -0.9890 1.7444 2.0411  -0.246
C 1.6961 -0.0159 1.1931  -0.741
C 1.5968 -0.6921 0.0493  -0.026
C 2.0349 -0.1819 -1.2922  -0.903
H 1.3526 -0.4339 2.1357  0.273
H 2.1311 0.9817 1.2270  0.256
H 1.1538 -1.6892 0.0651  0.320
H 2.7856 -0.8462 -1.7366  0.340
H 2.4629 0.8224 -1.2158  0.267
H 1.1861 -0.1359 -1.9857  0.251

Cartesian forces (eV/Å) of the 2 atoms listed first:
0.21 -0.12 0.09
-0.31 0.08 -0.19

=====

[2]
The following is a quantum chemistry calculation of a molecular structure, C28H25ClMnOSi in a non-equilibrium geometry, from OMol25.

- Total charge: -1
- Expectation value of S²: 6.199
- 2S+1: 5
- HOMO-LUMO gap (spin up / spin down): 2.57 / 4.26 eV
- LUMO energy (spin up / spin down): 0.03 / 1.72 eV

Each line ends with the Mulliken charge.
Geometry (Å):
C -3.1344 -0.7869 -0.9874  -0.805
C -2.9827 -1.5684 -2.1766  -0.143
C -2.1068 -0.8912 -3.0580  -0.552
H -3.5521 -2.4595 -2.4163  0.483
C -1.6891 0.3329 -2.4346  -0.376
C -2.3875 0.4377 -1.1692  -0.391
H -2.4316 1.3211 -0.5442  0.682
H -3.7641 -1.0386 -0.1403  0.443
H -1.8809 -1.1835 -4.0781  0.507
H -1.0306 1.0809 -2.8648  0.422
Mn -0.9449 -1.1612 -0.9897  0.462
Cl -1.3602 -2.5370 0.7905  -0.435
C 1.5987 -5.4892 -3.9042  -0.550
C 1.9669 -4.4863 -4.8507  -0.579
C 0.9187 -4.3829 -5.8138  -0.539
H 2.8934 -3.9134 -4.8498  0.372
C -0.0965 -5.3225 -5.4635  -0.558
C 0.3234 -6.0063 -4.2834  -0.540
H -0.2253 -6.7971 -3.7731  0.358
H 2.1943 -5.8163 -3.0527  0.367
H 0.9042 -3.7179 -6.6766  0.367
H -1.0207 -5.5004 -6.0122  0.372
O 0.3790 0.0468 -0.3352  -0.661
Si 0.3850 0.9594 0.9831  0.371
C -1.2189 1.6301 1.6869  0.424
C -1.3971 3.0180 1.7846  -0.246
C -2.5602 3.5557 2.3454  -0.608
C -3.5470 2.6989 2.8488  -0.581
C -3.3685 1.3104 2.7810  -0.827
C -2.2097 0.7803 2.2028  0.103
C 1.2184 0.0429 2.3718  0.305
C 2.4185 -0.6247 2.1035  -0.137
C 3.0861 -1.2924 3.1359  -0.618
C 2.5165 -1.3345 4.4196  -0.460
C 1.2934 -0.7023 4.6716  -0.677
C 0.6458 -0.0030 3.6453  -0.153
C 1.3514 2.4969 0.5906  -0.163
C 0.9815 3.2590 -0.5246  0.208
C 1.6246 4.4781 -0.7723  -0.521
C 2.6850 4.8822 0.0533  -0.492
C 3.1161 4.0642 1.1057  -0.649
C 2.4528 2.8561 1.3658  -0.357
H -0.6219 3.7080 1.4517  0.270
H -2.6840 4.6427 2.3989  0.370
H -4.4511 3.1141 3.2986  0.339
H -4.1292 0.6450 3.1898  0.422
H -2.0894 -0.3043 2.1764  0.508
H 2.8466 -0.6160 1.0986  0.391
H 4.0506 -1.7680 2.9481  0.383
H 3.0347 -1.8507 5.2285  0.353
H 0.8486 -0.7259 5.6687  0.370
H -0.2870 0.5122 3.8635  0.291
H 0.1877 2.9148 -1.1910  0.237
H 1.3022 5.1026 -1.6075  0.387
H 3.1882 5.8300 -0.1353  0.350
H 3.9625 4.3540 1.7285  0.363
H 2.7967 2.2050 2.1676  0.337

Cartesian forces (eV/Å) of the 2 atoms listed first:
0.02 2.29 -0.38
0.69 0.40 -0.38

=====

[3]
The following is a quantum chemistry calculation of a single C5H7NO2 molecule in a non-equilibrium geometry, from OMol25.

- SMILES: C[C@@H](O)C=C=NC=O
- Total charge: 0
- 2S+1: 1
- HOMO-LUMO gap: 9.11 eV
- LUMO energy: 0.47 eV

Each line ends with the Mulliken charge.
Geometry (Å):
C -2.4408 0.3522 -0.6651  -1.250
C -1.3114 0.2096 0.2754  0.521
O -1.5977 -0.5764 1.4811  -0.563
C -0.0288 -0.3277 -0.3351  -1.037
C 1.3125 -0.1240 -0.0136  0.643
N 2.5166 -0.0470 0.2503  -0.260
C 3.9248 0.1033 0.3819  0.125
O 4.7127 -0.5517 -0.2093  -0.428
H -3.1597 -0.5200 -0.6364  0.252
H -2.0098 0.4314 -1.6806  0.362
H -2.9176 1.2912 -0.6063  0.349
H -1.2423 1.1688 0.7027  0.241
H -1.6333 -1.5313 1.2718  0.359
H -0.2501 -0.8882 -1.2084  0.409
H 4.1249 1.0097 0.9918  0.276

Cartesian forces (eV/Å) of the 2 atoms listed first:
-0.43 -2.01 -2.33
1.29 -1.16 2.28

=====

Computed values of DFT total energy (unit: eV) for the preceding records, in sequence: -8459.77719 -83211.54132 -10880.55304.